Record 1
Molecular formula: C5H8O3
Method: DFT, wB97M-V/def2-TZVPD

Properties
Lowest unoccupied orbital energy: 0.647 eV
HOMO-LUMO gap: 10.511 eV
Charge: 0
Maximum force: 0.0692 Eh/bohr
DFT total energy: -421.05062 Eh
SMILES: C[C@]1(O)CCC(=O)O1

```
16
Properties=species:S:1:pos:R:3:mulliken_charge:R:1
C 0.334 1.885 -0.492 -1.368
C 0.535 0.407 -0.212 0.908
O 1.794 -0.023 -0.550 -0.530
C -0.581 -0.645 -0.828 -0.732
C -0.896 -1.578 0.291 -0.446
C -0.372 -0.835 1.655 0.451
O -0.627 -1.225 2.750 -0.573
O 0.343 0.212 1.324 -0.376
H -0.606 2.218 -0.058 0.342
H 0.313 2.040 -1.569 0.342
H 1.149 2.468 -0.064 0.394
H 2.462 0.534 -0.124 0.355
H -0.113 -1.105 -1.695 0.354
H -1.440 -0.039 -1.126 0.301
H -1.958 -1.806 0.436 0.318
H -0.336 -2.508 0.262 0.261
```


Record 2
Molecular formula: C9H19N2
Method: DFT, wB97M-V/def2-TZVPD

Properties
Lowest unoccupied orbital energy: -3.848 eV
HOMO-LUMO gap: 7.751 eV
Charge: +1
Maximum force: 0.1189 Eh/bohr
DFT total energy: -463.45797 Eh

```
30
Properties=species:S:1:pos:R:3:mulliken_charge:R:1
C 1.350 -0.904 -2.358 -0.493
C 0.429 -0.350 -1.619 0.002
C 0.278 -0.519 2.441 0.288
C 2.731 -1.285 -1.934 -0.782
C -3.045 -0.141 -0.382 -1.504
C 0.568 2.626 -0.800 -1.577
C -1.618 -0.807 -0.566 -0.067
C -0.618 1.716 -0.543 -0.185
C -0.537 0.205 -0.948 -0.034
N 1.550 -0.896 2.324 -0.318
N -0.498 -0.891 3.440 -0.348
H 1.242 -1.011 -3.356 0.464
H 0.039 0.130 1.548 0.259
H 2.495 -1.846 -0.930 0.131
H 3.309 -0.289 -1.572 0.202
H 3.218 -1.928 -2.646 0.347
H -3.658 -0.067 -1.270 0.328
H -2.921 0.798 0.062 0.407
H -3.548 -0.695 0.282 0.497
H 0.774 2.650 -1.952 0.289
H 0.468 3.593 -0.502 0.451
H 1.403 2.217 -0.450 0.406
H -1.918 -1.570 -1.294 0.335
H -1.201 -1.396 0.392 0.128
H -1.577 2.078 -1.153 0.364
H -0.803 1.684 0.466 0.424
H 2.232 -0.412 1.782 0.274
H 1.960 -1.440 3.078 0.214
H -1.468 -0.750 3.303 0.264
H -0.063 -1.423 4.193 0.234
```


Record 3
Molecular formula: H4OS2
Method: DFT, wB97M-V/def2-TZVPD

Properties
Lowest unoccupied orbital energy: 0.015 eV
HOMO-LUMO gap: 9.896 eV
Charge: 0
Maximum force: 0.0223 Eh/bohr
DFT total energy: -873.99212 Eh
SMILES: SS.O

```
7
Properties=species:S:1:pos:R:3:mulliken_charge:R:1
S -0.392 1.013 -2.532 -0.175
S 0.568 0.810 -0.652 -0.190
H -1.259 -0.020 -2.586 0.166
H -0.345 1.388 0.156 0.215
O 0.789 -0.895 2.056 -0.587
H 0.254 -0.523 1.319 0.268
H 0.384 -1.773 2.239 0.303
```


Record 4
Molecular formula: C3H12N2
Method: DFT, wB97M-V/def2-TZVPD

Properties
Lowest unoccupied orbital energy: 1.064 eV
HOMO-LUMO gap: 9.569 eV
Charge: 0
Maximum force: 0.1076 Eh/bohr
DFT total energy: -230.92632 Eh
SMILES: CCN.CN

```
17
Properties=species:S:1:pos:R:3:mulliken_charge:R:1
C -0.131 -0.507 1.447 -1.258
C -0.945 -1.522 0.601 -0.177
N -0.841 -2.766 1.334 -0.522
H -0.244 -0.820 2.517 0.418
H 0.876 -0.379 1.215 0.326
H -0.656 0.419 1.667 0.327
H -1.958 -1.091 0.366 0.306
H -0.443 -1.650 -0.422 0.181
H -0.174 -3.482 0.945 0.217
H -1.742 -3.138 1.525 0.180
C 0.624 2.778 -2.104 -0.647
N 1.257 1.832 -1.169 -0.456
H 0.999 2.226 -3.020 0.238
H 1.011 3.785 -2.188 0.261
H -0.498 2.823 -2.122 0.226
H 2.085 2.081 -0.759 0.185
H 0.546 1.277 -0.540 0.194
```


Record 5
Molecular formula: C10H18N7O3SV
Method: DFT, wB97M-V/def2-TZVPD

Properties
Lowest unoccupied orbital energy (spin up / spin down): -6.777 / -6.545 eV
HOMO-LUMO gap (spin up / spin down): 7.116 / 7.443 eV
Spin multiplicity: 3
Charge: +2
Maximum force: 0.0323 Eh/bohr
DFT total energy: -2342.48167 Eh

```
40
Properties=species:S:1:pos:R:3:lowdin_spin:R:1
V -1.083 -0.565 0.029 1.962
C 1.835 -1.635 3.154 0.005
C 0.905 -1.019 2.168 0.033
N 0.477 -1.589 1.094 -0.018
N 0.895 -2.859 0.823 -0.010
C 0.423 -3.300 -0.316 -0.005
N 0.762 -4.537 -0.689 -0.005
S -0.603 -2.403 -1.424 -0.033
C 0.374 0.348 2.411 0.007
C 0.716 1.098 3.523 0.003
C 0.157 2.357 3.693 0.007
C -0.723 2.852 2.743 0.002
C -1.007 2.063 1.647 0.007
N -0.473 0.847 1.481 -0.001
H 2.175 -2.603 2.804 0.000
H 1.327 -1.766 4.112 0.002
H 2.696 -0.986 3.320 0.002
H 1.313 -5.097 -0.058 0.000
H 0.369 -4.964 -1.508 -0.001
H 1.400 0.698 4.255 0.000
H 0.406 2.944 4.567 0.000
H -1.188 3.821 2.849 0.000
H -1.695 2.395 0.876 0.001
N 0.914 2.173 -4.302 0.000
C 0.233 0.840 -4.035 0.000
C -0.581 0.808 -2.750 0.003
N 0.162 0.568 -1.499 0.008
H 1.406 2.155 -5.200 0.000
H 1.607 2.412 -3.589 0.000
H 0.236 2.938 -4.347 0.000
H 1.022 0.088 -4.042 0.000
H -0.412 0.666 -4.894 0.000
H -1.291 -0.010 -2.882 0.001
H -1.186 1.710 -2.632 0.000
H 0.633 1.395 -1.147 0.001
H 0.847 -0.174 -1.636 0.003
O -2.716 -1.337 1.007 0.012
N -3.343 -0.399 0.391 0.007
O -4.156 0.312 0.845 0.001
O -2.834 -0.242 -0.845 0.008
```


Record 6
Molecular formula: C42H78Cl30O9
Method: DFT, wB97M-V/def2-TZVPD

Properties
Lowest unoccupied orbital energy: -0.091 eV
HOMO-LUMO gap: 10.046 eV
Charge: 0
Maximum force: 0.0683 Eh/bohr
DFT total energy: -16130.00608 Eh

```
159
Properties=species:S:1:pos:R:3:mulliken_charge:R:1
C 2.559 -6.799 -2.923 -0.746
C 4.001 -7.415 -2.560 0.150
C 5.134 -6.272 -2.563 -0.011
O 5.963 -6.704 -1.474 -0.337
C 5.211 -7.500 -0.673 0.707
O 5.400 -7.800 0.501 -0.584
O 4.058 -7.870 -1.257 -0.364
H 1.904 -7.641 -3.148 0.375
H 2.424 -6.102 -3.749 0.065
H 2.206 -6.441 -1.956 0.173
H 4.223 -8.331 -3.107 0.329
H 4.751 -5.258 -2.448 -0.029
H 5.673 -6.434 -3.497 0.369
C 6.558 -2.068 2.391 -1.537
C 5.358 -2.103 1.463 0.925
C 4.969 -3.456 0.740 -0.448
O 3.589 -3.311 0.736 0.151
C 3.179 -2.520 1.711 0.268
O 2.038 -2.447 2.011 -0.587
O 4.180 -1.890 2.234 -0.290
H 7.451 -2.549 1.993 0.402
H 6.407 -2.635 3.310 0.365
H 6.791 -1.032 2.640 0.261
H 5.516 -1.282 0.764 -0.015
H 5.239 -4.343 1.313 0.278
H 5.316 -3.523 -0.291 0.165
C -2.112 0.283 0.862 -0.927
C -0.995 0.596 -0.196 0.337
C 0.294 1.082 0.315 1.730
O 1.275 0.177 -0.030 0.106
C 0.815 -0.869 -0.681 -0.519
O 1.464 -1.706 -1.257 -0.130
O -0.558 -0.624 -0.898 0.188
H -2.468 1.165 1.395 0.536
H -1.730 -0.498 1.519 0.181
H -3.013 -0.080 0.366 -0.137
H -1.292 1.342 -0.934 -0.039
H 0.242 1.068 1.403 -0.276
H 0.463 2.095 -0.052 -0.919
Cl -1.606 6.214 7.076 -0.189
C -2.819 4.988 6.600 -0.367
C -2.408 4.380 5.170 -0.328
Cl -3.893 3.536 4.438 -0.189
H -3.818 5.423 6.564 0.342
H -2.683 4.159 7.294 0.277
H -1.689 3.566 5.267 0.125
H -2.097 5.112 4.425 0.342
Cl -1.874 -3.639 0.017 -0.029
C -0.239 -4.373 0.058 0.073
C -0.226 -5.806 0.446 -0.305
Cl -0.763 -6.820 -0.964 -0.225
H 0.422 -3.667 0.561 -0.330
H 0.230 -4.237 -0.917 0.138
H -0.774 -6.071 1.350 0.316
H 0.819 -6.105 0.524 0.352
Cl 0.872 4.653 -5.826 -0.242
C 1.218 3.903 -4.273 0.642
C 2.107 2.758 -4.468 -0.794
Cl 2.098 1.980 -2.923 0.165
H 0.189 3.565 -4.149 -0.725
H 1.652 4.692 -3.659 0.243
H 3.167 2.973 -4.598 0.338
H 1.796 2.031 -5.218 0.364
Cl 2.058 -3.747 -5.271 -0.249
C 2.111 -2.067 -4.764 0.973
C 1.126 -1.213 -5.577 0.431
Cl 1.820 -0.860 -7.165 -0.205
H 3.144 -1.739 -4.881 0.041
H 1.867 -2.074 -3.702 -0.884
H 0.928 -0.283 -5.044 -0.213
H 0.165 -1.642 -5.862 0.099
Cl 4.306 4.607 0.365 -0.023
C 5.609 4.681 -0.812 -0.504
C 5.244 5.515 -2.083 -0.246
Cl 6.660 5.505 -3.221 -0.189
H 5.946 3.700 -1.149 0.081
H 6.501 5.107 -0.353 0.377
H 5.155 6.597 -1.988 0.376
H 4.340 5.144 -2.565 0.068
Cl -3.382 -1.376 3.391 0.131
C -2.979 -0.833 5.012 -0.458
C -1.565 -0.214 5.121 -0.255
Cl -0.177 -1.303 5.406 -0.190
H -3.291 -1.497 5.818 0.354
H -3.716 -0.043 5.156 0.131
H -1.543 0.452 5.984 0.306
H -1.325 0.412 4.262 0.059
Cl 4.994 1.087 2.739 -0.227
C 3.482 1.999 2.518 0.567
C 2.516 1.842 3.695 -0.871
Cl 1.027 2.801 3.562 -0.165
H 3.079 1.798 1.525 -0.189
H 3.808 3.038 2.467 0.015
H 3.053 1.942 4.638 0.538
H 2.092 0.838 3.706 0.322
Cl 3.319 7.113 5.530 -0.203
C 2.175 6.311 4.428 -0.146
C 2.539 6.458 2.971 0.348
Cl 1.852 8.035 2.390 -0.230
H 1.120 6.563 4.536 0.331
H 2.162 5.235 4.602 -0.017
H 1.836 5.791 2.472 -0.508
H 3.580 6.188 2.796 0.417
Cl -6.680 2.437 -2.256 -0.193
C -7.355 1.303 -1.020 -0.311
C -7.988 0.024 -1.717 -0.303
Cl -9.207 0.232 -2.977 -0.177
H -8.172 1.840 -0.537 0.361
H -6.704 1.098 -0.171 0.218
H -8.622 -0.563 -1.052 0.305
H -7.238 -0.704 -2.025 0.097
Cl -1.918 1.588 -4.604 -0.064
C -3.570 2.346 -4.631 -0.389
C -4.469 1.751 -5.713 -0.427
Cl -3.864 1.948 -7.359 -0.195
H -3.498 3.378 -4.973 0.370
H -4.101 2.230 -3.686 0.088
H -5.444 2.238 -5.706 0.379
H -4.553 0.672 -5.589 0.201
Cl -2.449 -3.139 -5.098 -0.244
C -2.505 -2.216 -3.590 0.651
C -3.859 -2.314 -2.881 -0.807
Cl -4.012 -1.091 -1.639 -0.085
H -2.316 -1.218 -3.986 -0.335
H -1.745 -2.639 -2.933 -0.010
H -3.963 -3.278 -2.381 0.329
H -4.789 -2.274 -3.447 0.471
Cl -1.243 4.385 -1.999 -0.012
C -1.227 5.320 -0.520 -0.792
C 0.137 5.989 -0.280 -0.500
Cl 1.107 4.533 0.263 0.069
H -1.553 4.611 0.241 0.288
H -1.878 6.187 -0.628 0.418
H 0.113 6.715 0.533 0.296
H 0.619 6.282 -1.213 0.323
Cl -6.477 0.449 3.432 -0.094
C -7.536 0.621 4.842 -0.616
C -8.014 -0.689 5.537 -0.428
Cl -6.691 -1.318 6.599 -0.191
H -8.360 1.165 4.382 0.350
H -7.072 1.259 5.594 0.329
H -8.206 -1.453 4.785 0.294
H -8.782 -0.562 6.300 0.351
Cl 4.770 -2.414 -2.407 -0.144
C 4.936 -0.572 -2.129 -0.060
C 5.042 0.231 -3.455 -0.459
Cl 5.611 2.057 -3.283 -0.169
H 5.871 -0.338 -1.620 0.429
H 4.015 -0.315 -1.606 -0.192
H 4.095 0.192 -3.993 -0.100
H 5.641 -0.353 -4.154 0.538
Cl -3.579 -6.463 1.966 -0.185
C -5.214 -5.551 1.841 -0.468
C -4.932 -4.103 2.327 0.135
Cl -4.836 -4.063 4.160 -0.211
H -5.977 -6.205 2.263 0.401
H -5.432 -5.459 0.777 0.276
H -5.749 -3.430 2.067 0.349
H -3.981 -3.751 1.926 -0.310
```


Record 7
Molecular formula: H26O13
Method: DFT, wB97M-V/def2-TZVPD

Properties
Lowest unoccupied orbital energy: -0.172 eV
HOMO-LUMO gap: 10.071 eV
Charge: 0
Maximum force: 0.0497 Eh/bohr
DFT total energy: -993.60397 Eh

```
39
Properties=species:S:1:pos:R:3:mulliken_charge:R:1
H 0.275 -0.474 0.250 0.238
H 0.684 0.942 0.622 0.415
H -3.695 -3.815 0.227 0.329
H -3.190 -2.390 0.389 0.382
H -1.482 0.689 2.322 0.273
H -1.737 0.580 0.828 0.250
H 0.330 -1.986 -1.542 0.242
H -1.148 -2.059 -1.889 0.269
H -4.574 -2.357 -1.111 0.382
H -3.357 -1.888 -1.891 0.269
H 2.851 -0.850 1.873 0.257
H 1.381 -0.793 1.490 0.310
H -0.628 -0.577 5.543 0.301
H 0.390 0.288 4.817 0.306
H 3.113 2.054 1.824 0.292
H 2.059 1.953 0.733 0.401
H -3.540 3.413 -0.221 0.323
H -3.346 2.030 0.380 0.280
H 5.516 0.803 -0.543 0.286
H 5.159 -0.644 -0.243 0.330
H -2.414 1.474 -2.181 0.274
H -2.283 2.112 -3.554 0.282
H 1.189 3.767 -1.301 0.299
H 0.210 2.615 -1.455 0.319
H 5.215 -2.268 -2.296 0.328
H 3.781 -2.323 -1.795 0.307
O 0.815 0.265 -0.052 -0.748
O -3.856 -3.003 0.721 -0.691
O -1.268 0.150 1.552 -0.565
O -0.538 -1.700 -1.236 -0.542
O -3.746 -2.674 -1.490 -0.668
O 2.262 -0.899 1.112 -0.494
O -0.430 -0.200 4.678 -0.590
O 2.361 2.525 1.447 -0.603
O -3.786 2.489 -0.344 -0.614
O 5.496 -0.074 -0.944 -0.604
O -2.276 2.324 -2.614 -0.550
O 0.251 3.553 -1.240 -0.628
O 4.620 -2.794 -1.750 -0.651
```


Record 8
Molecular formula: C53H75ClF3N10O3
Method: DFT, wB97M-V/def2-TZVPD

Properties
Lowest unoccupied orbital energy: -2.931 eV
HOMO-LUMO gap: 6.532 eV
Charge: +1
Maximum force: 0.0457 Eh/bohr
DFT total energy: -3597.20250 Eh

```
145
Properties=species:S:1:pos:R:3:mulliken_charge:R:1
C 3.114 -0.072 6.910 -0.983
C 4.424 -0.438 6.208 -0.083
O 4.843 0.613 5.355 -0.405
C 5.902 0.203 4.488 -0.737
C 5.583 0.527 3.021 -0.671
C 4.842 -0.671 2.363 -1.048
C 3.352 -0.675 2.825 -1.310
C 2.339 -0.931 1.664 -1.265
C 1.211 0.113 1.459 1.598
C 0.462 0.291 2.794 -0.679
C 0.212 -0.957 3.657 0.528
C -1.089 -0.888 4.421 -0.439
O -1.711 0.155 4.580 -0.692
N -1.556 -2.085 4.990 -0.165
C -1.924 -3.083 4.020 -0.222
C -3.219 -3.125 3.559 -0.303
C -3.599 -4.070 2.641 -0.886
C -2.688 -4.984 2.183 -0.444
C -1.383 -4.953 2.610 -0.858
C -1.029 -4.002 3.532 0.350
C 1.833 1.511 1.225 -3.462
C 2.505 1.726 -0.156 1.125
Cl 4.303 1.884 0.114 -0.181
C 2.288 0.590 -1.189 0.111
C 2.199 1.263 -2.589 -1.038
C 2.185 0.266 -3.765 -0.644
C 2.989 -0.967 -3.532 0.417
F 2.317 -2.077 -3.082 -0.402
C 4.316 -1.097 -3.649 0.075
F 5.002 -0.601 -4.653 -0.191
F 5.078 -1.705 -2.769 -0.237
C 1.121 -0.400 -0.943 -3.296
N 0.275 -0.210 0.283 2.526
C -0.369 -1.565 0.495 -1.487
N -1.145 -1.969 -0.666 -0.227
N -0.665 0.860 0.212 0.157
C -2.058 0.625 0.615 -1.024
C -0.723 1.690 -0.983 0.062
C -1.394 1.242 -2.291 -1.338
O -0.318 2.832 -0.925 -0.519
H 2.564 0.684 6.353 0.014
H 2.472 -0.959 6.948 0.292
H 3.289 0.253 7.934 0.409
H 5.185 -0.665 6.966 0.470
H 4.261 -1.360 5.630 0.171
H 6.051 -0.875 4.615 0.358
H 6.829 0.700 4.795 0.373
H 4.929 1.396 2.927 0.317
H 6.502 0.761 2.476 0.429
H 5.376 -1.576 2.662 0.516
H 4.929 -0.576 1.278 0.431
H 3.272 -1.498 3.541 0.600
H 3.198 0.240 3.397 0.358
H 2.967 -1.065 0.778 0.775
H 1.956 -1.934 1.864 0.402
H -0.471 0.853 2.722 1.175
H 1.104 0.930 3.399 -0.533
H 1.008 -1.026 4.407 0.199
H 0.239 -1.911 3.130 -0.359
H -2.333 -1.894 5.612 0.471
H -3.951 -2.408 3.917 0.432
H -4.625 -4.128 2.297 0.466
H -3.012 -5.741 1.476 0.515
H -0.658 -5.662 2.234 0.458
H -0.008 -3.932 3.898 0.537
H 1.073 2.289 1.323 0.651
H 2.567 1.741 1.992 1.446
H 2.227 2.678 -0.598 -0.862
H 3.235 0.050 -1.221 1.342
H 1.301 1.882 -2.636 -0.375
H 3.078 1.911 -2.646 0.744
H 1.173 -0.045 -4.044 0.312
H 2.612 0.763 -4.644 0.655
H 1.592 -1.379 -0.897 1.038
H 0.514 -0.457 -1.846 0.987
H 0.397 -2.333 0.602 0.425
H -0.939 -1.634 1.418 0.785
H -1.930 -2.528 -0.356 0.174
H -0.581 -2.536 -1.287 0.291
H -2.164 0.196 1.611 0.332
H -2.651 0.037 -0.093 0.394
H -2.543 1.604 0.670 0.277
H -0.664 1.113 -3.086 0.181
H -1.962 0.327 -2.105 0.352
H -2.115 2.015 -2.561 0.550
N 4.318 0.884 -7.384 0.071
C 3.550 -0.235 -7.203 -0.615
C 2.510 -0.181 -8.094 -0.532
C 2.659 1.016 -8.845 -0.414
C 3.782 1.649 -8.386 -0.538
H 5.146 1.109 -6.864 0.219
H 3.806 -0.969 -6.465 0.572
H 1.731 -0.918 -8.197 0.436
H 2.015 1.370 -9.632 0.412
H 4.246 2.574 -8.683 0.412
N 3.174 5.107 -1.634 0.236
C 3.809 6.287 -1.914 -0.541
C 2.851 7.248 -2.091 -0.727
C 1.586 6.629 -1.906 -0.456
C 1.817 5.310 -1.623 0.003
H 3.631 4.230 -1.462 0.131
H 4.883 6.339 -1.963 0.416
H 3.035 8.283 -2.325 0.401
H 0.618 7.098 -1.971 0.502
H 1.137 4.502 -1.416 0.155
N -0.816 2.982 5.066 0.186
C -1.339 4.242 5.160 -0.629
C -0.321 5.102 5.482 -0.474
C 0.866 4.330 5.584 -0.978
C 0.526 3.029 5.319 0.164
H -1.337 2.149 4.843 0.300
H -2.388 4.419 4.990 0.429
H -0.416 6.164 5.629 0.419
H 1.854 4.688 5.823 0.454
H 1.124 2.135 5.291 0.211
N -1.897 5.318 -1.166 0.451
C -2.624 6.090 -2.032 -0.659
C -3.429 6.912 -1.289 -0.468
C -3.174 6.630 0.080 -0.613
C -2.223 5.645 0.123 -0.641
H -1.226 4.620 -1.430 0.168
H -2.508 5.987 -3.098 0.415
H -4.123 7.637 -1.682 0.437
H -3.634 7.098 0.934 0.415
H -1.750 5.151 0.956 0.584
N -4.285 -6.340 -1.956 0.040
C -5.078 -7.388 -2.345 -0.648
C -6.287 -7.259 -1.715 -0.516
C -6.226 -6.084 -0.917 -0.254
C -4.982 -5.539 -1.088 -0.551
H -3.343 -6.185 -2.260 0.194
H -4.714 -8.132 -3.034 0.393
H -7.123 -7.929 -1.816 0.469
H -7.008 -5.687 -0.292 0.413
H -4.533 -4.653 -0.669 0.439
N -7.181 -5.368 -4.392 0.110
C -7.162 -4.860 -5.662 -0.630
C -8.457 -4.760 -6.097 -0.370
C -9.291 -5.222 -5.045 -0.676
C -8.474 -5.588 -4.007 -0.120
H -6.372 -5.554 -3.826 0.245
H -6.232 -4.615 -6.147 0.347
H -8.772 -4.396 -7.061 0.390
H -10.367 -5.280 -5.049 0.390
H -8.701 -5.985 -3.033 0.330
```